{"formula": "C7H9N3O", "method": "ωB97M-V with the def2-TZVPD basis set", "e_lumo_ev": 0.33, "symbols": ["C", "H", "C", "O", "H", "H", "C", "H", "N", "C", "H", "C", "H", "H", "C", "H", "N", "H", "C", "N"], "coordinates": [[2.63417, -0.41340, -0.11383], [0.96335, -1.46814, -1.66603], [1.22797, 0.01369, -0.15747], [-3.11505, -0.09807, -1.18753], [-1.05371, -2.40334, -0.93948], [2.85935, -1.28880, 0.62150], [-0.55891, 1.75628, 0.42919], [1.59205, 1.77141, 0.93961], [-1.46686, 1.36099, -0.60841], [-2.12790, -0.39509, 0.75489], [2.89821, -0.84524, -1.14594], [0.44145, -1.03014, -0.79999], [-0.82156, 1.51075, 1.42859], [-2.83498, -0.13799, 1.59733], [0.81099, 1.17955, 0.30612], [-0.51075, 2.81248, 0.43433], [-2.24054, 0.39997, -0.40804], [3.25249, 0.41949, 0.12334], [-0.57902, -1.71217, -0.35223], [-1.37075, -1.43224, 0.74404]], "forces_ev_per_angstrom": [[1.3, -2.3, -0.3], [-0.5, 0.2, 0.2], [-0.7, -0.3, 0.1], [1.2, 1.3, 0.5], [-0.6, -2.2, -1.4], [-0.6, 1.5, -1.1], [0.6, -1.0, -0.2], [-1.4, -0.8, -1.4], [-1.3, -0.1, -1.4], [0.4, -2.8, 2.1], [-0.1, 0.8, 1.5], [1.2, -0.3, -1.1], [-0.9, -0.4, 1.1], [0.9, -0.4, -1.0], [2.0, 1.2, 1.7], [0.1, 1.2, -0.4], [-0.3, 0.3, -1.0], [0.8, 0.5, 0.2], [-0.8, 1.5, 0.4], [-1.5, 2.3, 1.8]]}

=====

{"formula": "C7H9N3O", "method": "ωB97M-V with the def2-TZVPD basis set", "e_lumo_ev": [0.39, 0.39], "symbols": ["H", "C", "H", "C", "H", "H", "C", "N", "H", "C", "H", "H", "C", "N", "N", "O", "H", "C", "H", "C"], "coordinates": [[-2.63291, -2.70007, -0.26914], [4.38172, -0.32936, -0.13813], [-0.96082, 2.51356, -0.32446], [-0.98122, 1.45923, 0.20624], [-2.93679, 0.60558, -0.01299], [1.23184, 1.03651, 0.25081], [0.51535, -1.98368, 0.21569], [5.10262, 0.62606, 0.04621], [-1.29578, 1.60709, 1.25203], [-1.63383, -2.22363, -0.06854], [-1.99876, 0.63951, -1.59198], [1.27256, -2.04124, -0.53180], [-1.42991, -0.88144, -0.20631], [-0.07438, -0.68040, -0.01799], [-0.54757, -2.95830, 0.11425], [3.94343, -1.39075, -0.17800], [0.94077, -2.09251, 1.16984], [-2.00451, 0.50513, -0.45574], [4.81802, 1.54597, -0.26647], [0.23362, 0.57221, 0.08092]], "forces_ev_per_angstrom": [[1.1, 0.4, 0.6], [1.3, 0.0, 0.5], [0.2, -2.2, 1.1], [-0.7, 0.5, -1.7], [-2.0, 0.3, 0.3], [-0.6, -1.2, -0.1], [-0.3, -0.6, -1.0], [-0.3, 1.2, -0.3], [0.4, 0.1, 0.0], [-1.1, -2.6, -0.9], [-0.3, 0.2, 1.3], [0.8, -0.8, -0.6], [0.9, 2.3, 0.4], [-1.8, 0.7, 0.7], [-0.8, 0.6, -0.3], [-1.2, -1.1, -0.3], [0.8, 0.5, 1.3], [1.2, -0.8, -1.8], [0.2, -0.1, 0.1], [2.4, 2.8, 0.6]]}

=====

{"formula": "C7H9N3O", "method": "ωB97M-V with the def2-TZVPD basis set", "e_lumo_ev": [0.91, -1.62], "spin_multiplicity": 3, "symbols": ["H", "H", "C", "H", "C", "H", "N", "H", "N", "C", "H", "N", "C", "H", "C", "O", "H", "H", "C", "C"], "coordinates": [[-2.77596, -1.45622, 0.69671], [-1.95575, 2.66304, -2.08804], [-1.55598, 1.73782, -1.61532], [2.18470, 1.35530, -0.75287], [-1.65233, 0.11296, -0.13208], [1.81717, 0.13475, 0.52482], [-2.23691, 1.20599, -0.57381], [3.28367, 0.04170, -0.31233], [-0.58023, -0.09543, -0.94415], [-0.95819, -1.31789, 1.83006], [0.26322, 0.83715, -2.57592], [0.34519, -1.13352, -0.95653], [0.14737, -1.61631, 1.16102], [-2.93076, -0.16374, 1.61912], [2.22206, 0.27709, -0.38868], [1.60815, -0.76194, -1.24555], [-1.08568, -1.33979, 2.92868], [1.11956, -2.02957, 1.41429], [-0.53532, 0.88373, -1.90897], [-2.11166, -0.67549, 1.05390]], "forces_ev_per_angstrom": [[0.2, -0.8, -0.5], [0.8, -1.0, 0.3], [-0.3, -0.1, -0.9], [-0.6, -1.5, 0.2], [-1.0, 1.4, -0.2], [-1.4, 0.1, 3.0], [-1.2, 0.0, 1.9], [-0.1, -0.4, -0.3], [2.3, -0.8, -1.0], [0.4, 0.9, -0.5], [0.9, 0.2, -1.1], [-0.9, 0.2, -0.9], [-0.8, -0.8, 3.3], [1.4, 0.5, -0.1], [1.2, 1.0, -3.0], [0.5, 1.1, -0.4], [0.2, -0.3, -0.5], [-0.3, 0.0, 0.0], [-0.5, 1.0, 0.7], [-0.8, -0.6, 0.0]]}

=====

{"formula": "C7H9N4O2S2", "method": "ωB97M-V with the def2-TZVPD basis set", "e_lumo_ev": -4.59, "total_charge": 1, "symbols": ["C", "S", "H", "C", "N", "H", "N", "H", "C", "C", "H", "C", "O", "H", "N", "O", "H", "H", "C", "C", "N", "S", "H", "H"], "coordinates": [[2.38297, -1.22539, 1.71645], [0.93331, -2.79732, -0.22172], [-1.88678, 0.47235, 1.10525], [-1.65910, 1.56655, -0.74893], [1.36379, 0.40252, -1.34528], [-1.75818, 1.64961, -1.91082], [1.06680, -0.00961, -0.00736], [3.27455, -0.63175, 1.91730], [-0.40003, -1.82773, -0.20827], [2.08456, -0.92939, 0.26178], [-2.54484, 2.10750, -0.42331], [-2.47275, -0.88578, -0.52101], [3.14292, -0.75281, -0.59396], [-2.16423, -2.99152, -0.40880], [-0.20536, -0.52081, 0.09555], [3.17300, 0.14948, -2.77764], [-0.88340, 2.22120, -0.52324], [1.49517, -0.84178, 2.40099], [-1.60193, 0.27639, -0.06836], [2.67100, -0.01217, -1.70152], [-1.67059, -2.02142, -0.36827], [-3.96178, -0.81705, -1.08674], [0.76744, 1.17040, -1.64244], [2.48798, -2.27903, 1.90492]], "forces_ev_per_angstrom": [[-1.6, 1.5, 0.6], [0.6, -0.4, -0.5], [0.6, -0.5, -2.8], [-1.5, 1.1, -3.4], [0.5, -0.8, 0.5], [0.3, -1.0, 1.9], [0.2, 1.0, -1.1], [0.1, -0.2, 0.5], [2.0, 1.1, 0.8], [-0.2, -1.3, 1.1], [-0.2, -0.2, 0.2], [0.6, 0.8, 0.0], [-1.5, 0.3, 0.2], [1.5, 2.3, -0.1], [-1.6, 1.3, -0.4], [0.0, -0.4, 2.3], [1.6, 1.0, 0.8], [1.8, -0.7, -1.6], [1.0, -1.6, 4.1], [-1.6, 0.9, -2.1], [-4.2, -3.8, -0.6], [0.0, -0.1, 0.1], [1.0, -0.1, -0.5], [0.5, -0.2, 0.1]]}

=====

{"formula": "C7H9N5OPdS3", "method": "ωB97M-V with the def2-TZVPD basis set", "e_lumo_ev": [2.64, 2.63], "total_charge": -1, "spin_multiplicity": 2, "symbols": ["N", "H", "H", "C", "Pd", "C", "H", "N", "H", "S", "N", "C", "H", "O", "S", "C", "S", "C", "N", "H", "N", "H", "C", "C", "H", "H"], "coordinates": [[0.42941, 3.73214, -0.83275], [3.32870, -2.57210, 2.36741], [-2.16195, 2.66796, -0.44874], [1.01387, 4.73445, -0.70724], [0.22584, 1.56547, -0.89431], [2.69871, -2.28839, 1.53641], [3.49649, -0.27419, 1.35637], [-2.89761, 0.86485, -0.77204], [1.66842, -4.17287, 1.35623], [-1.22577, 0.85871, 1.25982], [2.04047, -0.60894, -0.02446], [-2.32701, 0.17948, 0.26342], [0.22685, -3.35967, -0.49850], [2.26183, 0.58992, -0.49529], [0.04568, -0.80489, -1.79939], [2.80505, -1.02600, 1.00920], [1.80070, 6.17631, -0.54968], [0.97234, -2.71850, -0.04874], [-2.16752, 2.00719, -1.22271], [-3.90916, -0.97902, 0.70596], [-2.93997, -1.06858, 0.43687], [-2.69109, 2.43036, -1.98104], [1.76732, -3.16146, 0.98209], [1.06667, -1.41348, -0.56557], [-2.42587, -1.60900, 1.11747], [-3.10242, 0.25024, -1.55081]], "forces_ev_per_angstrom": [[0.2, -0.1, 0.2], [0.0, 0.0, 0.0], [0.1, 0.1, 0.0], [0.0, 0.3, 0.0], [0.1, 0.0, -0.9], [0.1, 0.1, 0.0], [0.0, 0.0, 0.0], [0.2, -0.2, -0.4], [0.0, 0.0, 0.0], [0.2, -0.2, 0.5], [0.1, 0.0, 0.0], [-0.9, 0.3, 0.3], [0.0, 0.0, 0.0], [0.0, 0.1, 0.2], [0.2, 0.1, 0.1], [0.0, -0.1, 0.0], [-0.1, -0.2, 0.0], [0.0, 0.0, 0.0], [-0.1, 0.0, 0.3], [-0.1, 0.0, -0.1], [0.3, -0.1, -0.1], [0.0, 0.0, 0.0], [-0.1, -0.1, -0.1], [-0.1, -0.1, 0.0], [-0.1, 0.0, 0.1], [0.0, 0.0, 0.0]]}

=====

{"formula": "C7H9N5OS", "method": "ωB97M-V with the def2-TZVPD basis set", "e_lumo_ev": -0.48, "symbols": ["C", "C", "N", "N", "H", "N", "O", "C", "N", "C", "N", "H", "H", "S", "C", "H", "H", "C", "H", "C", "H", "H", "H"], "coordinates": [[1.41226, 0.56247, 1.02993], [-1.00642, -1.91475, 2.53815], [-1.07276, 1.43161, -2.46516], [-1.05380, -0.48623, 0.50159], [0.83300, -0.92370, -3.55310], [1.56304, -0.51020, 3.18906], [-0.58281, -2.28130, 3.63142], [0.91706, -0.42360, 1.93552], [0.35148, -0.34612, -2.82157], [-0.36294, -0.95590, 1.63779], [-1.56412, 0.81370, -1.21396], [-1.50885, 2.38316, -2.68424], [0.98942, 1.79658, -0.62209], [-0.03603, 1.33967, -4.95800], [0.61076, 0.99863, -0.01464], [-2.26581, 0.03711, -1.35673], [0.07150, -0.72682, -1.91893], [-0.68398, 0.50404, -0.23349], [-1.68267, -2.69200, 2.11184], [-0.23110, 0.82185, -3.41565], [2.29704, 1.15857, 1.21825], [2.06894, 0.23687, 3.48514], [0.93677, -0.82366, 3.97887]], "forces_ev_per_angstrom": [[-1.6, 0.1, -0.7], [0.8, -3.1, -0.1], [-1.0, 1.1, 0.7], [-0.6, -2.7, 3.0], [-0.8, 0.6, 1.5], [-3.4, -3.6, -0.2], [0.0, 1.5, -0.2], [-0.4, 1.7, 1.4], [0.1, 1.1, -3.1], [0.6, 2.2, -1.4], [-1.0, 1.0, -3.9], [0.9, -2.3, 0.4], [0.1, 0.3, -0.3], [0.2, 0.1, 0.3], [1.0, 0.8, 0.4], [1.1, 1.3, 0.0], [0.1, 0.1, -0.8], [2.1, -1.4, 1.4], [-0.6, 1.2, -0.5], [-0.7, -2.2, 3.4], [0.2, -0.5, 0.1], [1.9, 2.6, 0.3], [0.9, 0.0, -1.6]]}

=====

Which energy relative to the best compared isomer or geometry (same formula, charge and spin) belongs to each record? In order, 124.4 69.0 103.7 0.0 18.3 0.0 kcal per mole.
Which energy belongs to each record? In order, -13917.18809 -13919.59086 -13914.18509 -39121.23680 -52888.78378 -27736.37937 eV.